Density functional theory data (ωB97M-V with the def2-TZVPD basis set) for a cluster of 2 separate species, C2HBrClF in total.

Positions of all 6 atoms, in Å:
C (0.600, -1.587, -0.288)
C (-0.149, 1.099, 0.469)
F (1.120, 1.573, 0.313)
Cl (-1.108, 1.645, -0.821)
Br (-0.845, -2.299, 0.477)
H (0.381, -0.431, -0.149)

## Properties
frontier orbital gap (alpha / beta): 0.29132 / 0.29134 Eh
E_HOMO (alpha / beta): -9.182 / -9.182 eV
multiplicity: 1
energy above the lowest of the compared OMol25 structures with the same formula, charge and spin: 98.72 kcal/mol
net charge: 0

Atom charges from the Löwdin analysis, given in e for atoms 1 to 5: -0.479 -0.548 -0.113 0.633 0.678

***

Density functional theory data (ωB97M-V with the def2-TZVPD basis set) for the molecule C2HBrClNO2.

Positions of all 8 atoms, in Å:
O (1.651, -1.709, -0.186)
N (0.551, -1.229, 0.028)
O (-0.449, -1.860, 0.294)
C (0.492, 0.170, -0.050)
C (-0.693, 1.021, 0.011)
Cl (-0.609, 2.691, -0.143)
Br (-2.381, 0.259, 0.265)
H (1.439, 0.656, -0.220)

## Properties
frontier orbital gap: 0.32875 Eh
E_HOMO: -10.203 eV
multiplicity: 1
energy above the lowest of the compared OMol25 structures with the same formula, charge and spin: 50.78 kcal/mol
net charge: 0
structure (SMILES): O=[N+]([O-])/C=C(/Cl)Br

Atom charges from the Löwdin analysis, given in e for atoms 1 to 5: 0.073 -0.444 0.003 -0.107 -1.128

***

Density functional theory data (ωB97M-V with the def2-TZVPD basis set) for a cluster of 2 separate species, C2HBrF2S in total.

Positions of all 7 atoms, in Å:
C (-0.175, -0.616, -0.139)
C (0.187, 0.684, 0.176)
F (1.456, 0.843, 0.618)
F (-0.211, 1.678, -0.557)
S (-0.884, -0.100, 1.437)
Br (-1.471, -0.822, -1.553)
H (1.098, -1.668, 0.018)

## Properties
frontier orbital gap: 0.34235 Eh
E_HOMO: -9.802 eV
multiplicity: 1
energy above the lowest of the compared OMol25 structures with the same formula, charge and spin: 58.76 kcal/mol
net charge: 0

Atom charges from the Löwdin analysis, given in e for atoms 1 to 5: -0.976 -0.997 0.050 0.104 0.871